(1)
DFT (wB97M-V/def2-TZVPD) results for an isolated molecule of C25H34N2O8S2 at a distorted geometry.

The geometry in XYZ format:
```
71
Properties=species:S:1:pos:R:3:forces:R:3
C -1.430 -3.683 -0.285 -0.197 -0.195 0.010
H -1.766 -3.957 -1.283 -0.038 -0.031 0.086
H -2.241 -3.157 0.222 0.089 -0.110 0.032
H -1.153 -4.583 0.275 -0.004 0.036 -0.006
O -0.310 -2.849 -0.493 0.387 0.360 0.133
C 0.384 -2.390 0.591 0.070 -0.123 -0.135
C -0.048 -2.570 1.899 -0.010 -0.063 -0.111
C 0.671 -2.055 2.964 0.029 -0.033 0.053
C 1.838 -1.357 2.736 -0.009 -0.094 -0.077
C 2.305 -1.175 1.442 -0.086 -0.398 -0.079
C 1.587 -1.694 0.359 0.076 -0.091 0.082
O 2.120 -1.416 -0.870 -0.087 0.090 0.476
C 1.795 -2.205 -1.997 0.001 -0.164 -0.469
H 1.897 -3.270 -1.782 -0.019 0.043 -0.003
H 2.521 -1.922 -2.760 -0.027 -0.037 0.026
H 0.784 -2.004 -2.355 0.126 -0.029 0.018
C 3.597 -0.434 1.212 0.019 -0.362 0.373
N 3.434 0.838 0.533 -0.784 0.652 0.361
S 2.302 1.877 1.105 0.052 0.290 -0.166
O 2.490 3.134 0.435 -0.078 -0.197 -0.252
O 2.337 1.854 2.537 -0.076 -0.413 0.000
C 0.710 1.220 0.577 0.365 0.264 0.351
C 0.466 1.072 -0.776 -0.181 -0.003 -0.163
C -0.725 0.497 -1.187 0.207 0.074 -0.113
C -1.636 0.086 -0.233 -0.444 -0.263 0.031
C -1.405 0.258 1.118 -0.099 0.022 0.041
C -0.216 0.840 1.529 0.019 0.154 0.057
H 0.022 0.986 2.570 -0.047 -0.058 0.126
H -2.141 -0.088 1.826 -0.016 -0.028 0.150
S -3.160 -0.667 -0.780 -0.086 0.662 -0.102
O -2.945 -1.369 -2.009 0.107 0.156 -0.226
O -3.733 -1.384 0.331 0.108 0.304 0.119
N -4.045 0.704 -1.148 0.476 -0.781 -0.133
H -4.611 0.554 -1.973 0.028 -0.196 -0.255
C -4.836 1.255 -0.070 -0.516 -0.089 0.307
H -4.996 2.318 -0.277 0.034 -0.033 0.104
C -6.188 0.528 0.060 0.410 0.005 0.486
C -7.124 1.205 1.066 0.055 -0.102 -0.258
H -7.806 0.471 1.493 0.025 -0.009 0.059
C -7.890 2.188 0.183 0.081 -0.120 -0.153
H -7.316 3.104 0.043 -0.029 0.050 0.001
C -7.989 1.411 -1.130 -0.424 0.191 -0.072
H -8.894 0.788 -1.147 0.069 0.091 -0.023
O -6.853 0.563 -1.197 0.207 -0.026 -0.122
H -7.994 2.057 -2.012 -0.052 -0.053 0.074
H -8.868 2.445 0.582 -0.019 0.068 0.004
H -6.575 1.689 1.870 0.011 0.000 0.107
H -5.982 -0.519 0.305 -0.099 0.176 -0.007
H -4.262 1.146 0.850 -0.113 0.182 0.132
H -0.958 0.337 -2.228 0.084 0.042 -0.176
H 1.207 1.399 -1.487 0.048 -0.008 -0.190
C 3.998 1.037 -0.775 0.591 0.221 -0.309
H 3.655 2.019 -1.101 0.140 -0.096 -0.199
C 5.527 1.041 -0.745 -0.242 0.440 -0.194
H 5.866 1.581 0.153 -0.041 -0.035 -0.066
C 6.160 1.664 -2.004 -0.091 -0.191 0.218
H 6.340 2.728 -1.869 -0.053 0.066 -0.024
H 5.491 1.529 -2.853 -0.046 0.039 -0.047
C 7.455 0.860 -2.197 -0.040 -0.149 0.082
H 7.490 0.406 -3.186 0.039 0.027 -0.016
C 7.373 -0.220 -1.102 0.428 0.004 -0.050
H 7.998 0.062 -0.242 -0.041 -0.062 -0.064
O 6.021 -0.287 -0.709 -0.278 -0.122 -0.025
H 7.667 -1.212 -1.445 0.035 0.061 0.056
H 8.344 1.475 -2.071 0.037 -0.002 -0.045
H 3.660 0.259 -1.468 0.021 0.088 -0.022
H 4.063 -0.239 2.182 0.024 -0.195 -0.101
H 4.276 -1.031 0.600 -0.048 0.098 0.110
H 2.397 -0.940 3.558 0.084 0.086 0.101
H 0.310 -2.202 3.969 -0.041 -0.009 0.109
H -0.967 -3.098 2.088 -0.119 -0.069 -0.019
```
Positions in Å, forces in eV/Å.

Values from the calculation:
Energy above the lowest of the compared OMol25 structures with the same formula, charge and spin (kcal per mole): 0.0
SMILES: COc1cccc(CN(C[C@@H]2CCCO2)S(=O)(=O)c2ccc(S(=O)(=O)NC[C@H]3CCCO3)cc2)c1OC
Frontier orbital gap (eV): 8.5965
M (g/mol): 554.69
Maximum force (eV Å⁻¹): 1.08

(2)
DFT (wB97M-V/def2-TZVPD) results for a cluster of 10 separate species, C36H96F8N9O21PS8 in total at a distorted geometry.

The geometry in XYZ format:
```
179
Properties=species:S:1:pos:R:3:forces:R:3
C 2.799 -1.089 -0.854 -2.184 1.634 0.152
C 1.444 -0.260 -0.685 0.787 0.000 -0.409
C 1.439 1.036 0.163 0.018 0.102 -0.055
O 1.441 0.873 1.579 -0.934 0.534 -0.877
C 1.402 2.164 2.199 2.523 -0.416 1.115
N 1.174 0.323 -2.078 0.405 -1.430 0.486
H 1.971 0.875 -2.360 0.227 1.006 -0.040
H 1.160 -0.409 -2.774 -0.100 -0.907 -0.123
H 0.240 0.706 -2.106 -0.455 0.843 -0.073
H 2.638 -1.706 -1.738 0.213 -0.435 0.298
H 2.975 -1.677 0.047 0.246 0.054 -0.292
H 3.542 -0.325 -1.083 0.423 -0.494 0.421
H 0.561 -0.880 -0.528 0.178 -0.159 0.369
H 0.587 1.643 -0.144 -0.675 -0.159 0.109
H 2.260 1.691 -0.125 0.434 -0.387 0.023
H 2.043 2.899 1.712 -0.457 0.117 -0.913
H 2.075 1.988 3.038 -0.398 0.037 0.806
H 0.502 2.657 2.567 -0.618 -0.672 -0.626
C 1.074 3.405 6.112 -1.063 -1.168 0.797
C 0.033 2.479 6.801 0.946 0.197 -0.503
C 0.611 1.090 7.215 -0.969 1.479 -1.334
O -0.495 0.311 7.641 2.056 0.634 0.372
C -0.003 -0.950 8.039 -1.511 -2.131 0.147
N -0.603 3.158 8.031 0.406 -1.621 -1.268
H -1.028 4.031 7.753 0.016 0.531 0.368
H -1.308 2.490 8.310 -0.704 -0.157 0.412
H 0.063 3.193 8.790 0.280 0.675 0.316
H 0.575 4.166 5.512 0.161 0.220 0.313
H 1.566 2.729 5.413 0.511 0.336 0.081
H 1.718 3.794 6.901 0.414 0.228 -0.534
H -0.792 2.370 6.097 -0.145 -0.440 0.242
H 1.495 1.173 7.848 -0.357 0.095 1.059
H 1.078 0.656 6.330 -0.339 -0.103 -0.494
H 0.741 -1.421 7.396 0.292 0.658 -0.332
H -0.870 -1.600 7.923 -0.046 -0.202 0.192
H 0.314 -1.087 9.073 0.147 0.785 0.128
C 2.757 4.637 -7.143 -0.206 1.756 1.038
C 3.253 4.068 -5.828 0.373 -1.791 -1.100
C 4.015 4.980 -4.936 0.973 0.740 0.942
O 5.025 5.566 -5.747 -1.271 -0.587 -0.950
C 5.570 6.747 -5.242 -0.083 0.496 1.673
N 2.146 3.317 -5.015 0.678 0.587 -1.244
H 1.692 3.968 -4.390 -0.093 0.696 0.840
H 1.402 2.952 -5.593 0.218 -0.127 -0.748
H 2.524 2.541 -4.491 0.635 -0.307 0.464
H 3.591 5.009 -7.737 0.356 -1.537 -0.504
H 2.447 5.672 -6.998 -1.319 -0.015 0.533
H 1.975 4.020 -7.586 0.413 0.174 -0.528
H 3.957 3.277 -6.086 -0.114 -0.279 0.091
H 4.480 4.423 -4.123 0.229 -0.408 0.065
H 3.399 5.697 -4.392 -0.278 0.618 -0.474
H 4.812 7.375 -4.775 -0.392 0.111 -0.116
H 6.063 7.382 -5.978 0.150 -0.679 -0.212
H 6.205 6.450 -4.408 0.663 0.392 -0.099
C -2.611 4.999 -5.394 -0.973 -1.942 0.144
C -2.627 3.704 -4.491 0.394 0.592 -2.076
C -3.541 2.587 -5.140 0.999 -0.603 0.368
O -4.724 2.687 -4.485 -2.833 0.084 0.856
C -5.894 1.951 -4.983 1.407 0.271 -0.454
N -1.168 3.183 -4.343 -0.370 -0.393 -0.251
H -1.120 2.423 -3.680 -0.563 -0.549 0.732
H -0.681 2.797 -5.140 -0.825 -0.058 -1.063
H -0.509 3.874 -4.013 -0.043 1.161 0.653
H -2.045 5.831 -4.977 -0.105 -0.135 -0.427
H -3.651 5.239 -5.616 -0.314 0.493 1.055
H -2.451 4.666 -6.419 1.419 0.246 -0.115
H -2.895 3.987 -3.474 -0.252 -0.550 -0.073
H -3.162 1.567 -5.074 0.764 -0.358 0.937
H -3.616 2.584 -6.227 -0.160 1.282 -0.538
H -5.784 0.868 -4.923 0.514 -0.051 0.056
H -5.980 2.241 -6.030 -0.487 -0.091 -0.092
H -6.798 2.171 -4.415 0.440 0.625 0.073
C 4.421 -7.336 1.311 0.173 -0.047 1.153
C 5.644 -6.737 0.597 -0.758 -0.242 -1.042
C 5.342 -5.337 0.060 -1.793 -0.550 1.945
O 6.337 -4.688 -0.600 1.648 -0.397 -0.943
C 6.154 -3.291 -0.627 -0.146 1.361 -0.109
N 6.821 -6.691 1.555 0.065 -0.670 -0.437
H 6.942 -7.623 1.924 0.046 -0.430 0.379
H 7.708 -6.452 1.135 0.280 0.354 -0.701
H 6.709 -6.058 2.334 -0.484 0.371 0.303
H 3.982 -6.607 1.992 -0.662 0.468 -0.674
H 4.591 -8.102 2.067 1.142 -0.426 -0.129
H 3.716 -7.879 0.682 -0.109 0.911 -0.409
H 5.868 -7.391 -0.245 0.763 -0.115 0.227
H 5.044 -4.834 0.980 0.153 0.859 0.488
H 4.362 -5.386 -0.413 0.017 -0.116 -0.812
H 6.247 -2.915 0.392 -0.797 0.172 0.186
H 5.274 -2.996 -1.198 -0.727 -0.255 0.708
H 6.864 -2.656 -1.157 1.006 -1.162 -0.298
C -2.920 -6.732 0.519 0.243 1.491 -0.941
C -4.023 -5.725 0.202 0.695 0.777 -0.676
C -3.641 -4.250 0.457 -0.750 0.757 0.111
C -3.788 -3.855 1.936 0.621 0.455 -0.412
P -3.366 -2.160 2.478 2.693 -0.725 1.699
C -4.248 -0.940 1.599 0.416 0.134 -0.483
C -5.680 -1.200 1.609 -3.971 -0.048 -0.409
C -6.557 0.004 1.106 0.176 0.679 0.400
C -6.577 0.117 -0.424 0.783 -0.668 0.690
C -3.765 -2.112 4.296 0.436 -0.157 0.370
C -3.398 -0.825 5.079 -0.790 -0.355 -0.529
C -3.851 -0.791 6.554 -0.288 -1.010 -0.680
C -3.777 0.541 7.217 -0.460 2.448 -0.108
C -1.547 -1.708 2.264 -1.197 -1.840 0.059
C -0.595 -2.818 2.771 0.502 1.456 -0.395
C 0.904 -2.271 2.752 -2.156 -0.801 2.655
C 1.177 -1.268 3.978 0.059 0.085 -2.360
H -2.374 -6.367 1.388 -0.277 -0.983 0.726
H -2.151 -6.547 -0.231 0.005 -0.586 -0.266
H -3.321 -7.743 0.452 0.516 0.015 0.584
H -4.961 -6.033 0.665 -0.170 0.443 -0.021
H -4.137 -5.627 -0.878 -0.489 -0.948 -0.136
H -4.237 -3.647 -0.228 -0.426 0.246 0.294
H -2.637 -3.977 0.132 0.369 -0.605 0.014
H -3.040 -4.522 2.365 -0.251 0.090 0.977
H -4.787 -4.002 2.347 -0.022 -0.413 -0.007
H -3.883 -1.158 0.596 0.381 0.876 -0.342
H -4.075 0.073 1.962 0.668 -0.038 -0.284
H -6.059 -1.504 2.585 -0.011 0.157 0.290
H -5.956 -2.027 0.954 0.244 -0.317 -0.013
H -6.115 0.877 1.587 0.022 0.416 -0.150
H -7.591 0.032 1.451 0.058 -0.745 0.361
H -5.636 0.574 -0.729 -0.094 -0.241 -0.512
H -7.409 0.620 -0.918 0.003 0.158 0.503
H -6.625 -0.943 -0.678 0.131 0.101 -0.977
H -3.399 -2.955 4.882 0.007 -0.554 -0.641
H -4.854 -2.158 4.264 -0.167 -0.278 0.332
H -4.090 -0.210 4.504 0.722 1.565 0.406
H -2.340 -0.567 5.028 -0.051 0.219 -0.462
H -3.348 -1.528 7.180 0.124 -0.269 -0.225
H -4.901 -1.080 6.522 -0.093 -0.145 0.240
H -4.657 0.761 7.821 0.191 -0.404 0.491
H -3.856 1.371 6.515 -0.176 -0.079 -0.776
H -2.884 0.879 7.743 0.178 -0.976 0.378
H -1.378 -0.834 2.892 -0.130 0.382 -0.578
H -1.460 -1.588 1.184 0.266 0.655 0.002
H -0.584 -3.708 2.142 -0.421 -0.042 0.006
H -0.972 -3.023 3.773 0.582 -0.524 0.293
H 1.063 -1.907 1.737 0.503 0.261 0.386
H 1.432 -3.199 2.973 0.695 0.271 -0.449
H 1.177 -1.690 4.983 0.112 -0.455 -0.298
H 0.478 -0.432 3.967 -0.357 -0.014 -0.045
H 2.118 -0.781 3.722 0.295 -0.085 0.505
N 0.762 5.008 -3.345 -0.812 3.412 -3.561
S 0.875 5.281 -1.882 1.404 -2.869 13.540
O -0.361 5.258 -1.071 1.853 0.816 -2.504
O 2.018 5.996 -1.275 -2.539 -0.305 -2.394
F 1.391 3.822 -1.591 0.451 -2.214 0.107
S 0.559 6.651 -3.601 -0.566 6.494 -5.495
O 1.760 7.489 -3.580 -1.990 -2.510 0.146
O -0.684 7.317 -3.211 1.986 -2.313 0.151
F 0.298 6.430 -5.177 0.254 -0.297 0.221
N 0.585 -5.425 -2.204 -6.085 1.607 -14.446
S 0.993 -5.114 -0.944 5.930 -1.935 16.468
O -0.052 -5.250 0.043 -0.245 1.462 0.602
O 2.090 -4.241 -0.612 -0.308 0.286 -0.500
F 1.694 -6.593 -0.741 0.624 0.283 0.284
S -0.286 -4.013 -2.591 -1.578 0.929 -5.479
O 0.071 -2.769 -1.951 -0.466 -1.209 1.443
O -1.626 -4.221 -3.123 1.749 -0.475 2.478
F 0.439 -3.693 -3.956 0.775 -0.685 -0.538
N 3.720 1.309 -3.151 1.007 -1.105 -2.660
S 4.897 1.770 -2.259 3.892 4.067 9.879
O 5.691 2.971 -2.560 -1.481 -2.878 -0.768
O 5.520 0.724 -1.400 -1.054 1.859 -2.910
F 3.944 2.412 -1.122 -0.538 0.123 -0.329
S 4.788 0.653 -4.219 0.443 -3.259 -7.243
O 5.544 -0.516 -3.861 -1.032 1.332 0.616
O 5.448 1.605 -5.110 -1.553 -0.907 1.949
F 3.654 -0.033 -5.234 0.372 1.081 1.274
N -1.632 0.793 -2.570 -2.304 1.860 2.538
S -2.694 1.442 -1.434 0.493 6.940 3.142
O -2.651 0.977 -0.050 0.128 -0.178 -2.436
O -3.906 2.046 -1.943 1.234 -1.779 0.566
F -1.776 2.782 -1.359 0.166 -0.361 0.252
S -2.577 -0.430 -2.675 -1.077 -8.713 -4.707
O -3.875 -0.293 -3.388 2.969 0.081 2.514
O -2.354 -1.442 -1.633 -1.657 2.345 -0.514
F -1.672 -1.101 -3.791 0.115 -0.052 -0.909
```
Positions in Å, forces in eV/Å.

Values from the calculation:
Charge: +2
Energy above the lowest of the compared OMol25 structures with the same formula, charge and spin (kcal per mole): 185.1
Frontier orbital gap (eV): 8.1491
M (g/mol): 1430.70
Maximum force (eV Å⁻¹): 17.61

(3)
DFT (wB97M-V/def2-TZVPD) results for a structure of composition C11H27BiClIN2P2S at a distorted geometry.

The geometry in XYZ format:
```
46
Properties=species:S:1:pos:R:3:forces:R:3
C -1.497 0.933 1.380 -3.505 0.811 0.770
I 1.033 0.209 1.123 4.355 -0.673 -1.509
H -1.471 0.646 0.320 0.194 -0.003 0.698
H -0.812 1.760 1.639 -0.441 -1.036 -0.019
H -2.514 1.326 1.553 -0.163 0.055 -0.136
Bi -0.987 -0.314 -3.458 -0.392 -0.070 -0.145
P -0.139 2.006 -2.339 1.680 1.508 -0.366
C -0.201 3.083 -0.848 -0.610 -0.595 0.702
C 1.652 1.966 -2.691 0.135 -0.089 0.003
H 2.001 2.952 -3.052 -0.252 -0.427 0.258
H -0.141 3.840 -3.933 -0.278 -0.254 0.163
H 1.870 1.214 -3.455 0.129 0.218 0.132
H -1.106 2.463 -4.531 0.058 0.290 0.001
H 0.540 2.734 -0.107 -0.287 -0.053 -0.411
H 2.161 1.700 -1.749 -0.145 0.042 -0.346
C -0.869 3.066 -3.645 -0.293 -0.160 -0.076
H 0.004 4.136 -1.107 -0.116 -0.512 -0.388
H -1.801 3.541 -3.291 0.393 -0.211 -0.124
H -1.202 3.004 -0.402 0.280 0.247 -0.061
P 0.042 -2.441 -2.222 1.316 -1.858 0.590
C -0.291 -2.911 -0.488 -0.394 0.659 0.329
C -0.590 -3.850 -3.212 -0.523 0.348 -0.266
H 2.160 -2.183 -3.384 -0.033 -0.131 0.162
H 2.148 -3.649 -2.366 -0.278 0.297 0.050
H 2.359 -2.032 -1.618 -0.165 -0.059 -0.114
C 1.851 -2.591 -2.413 0.143 0.521 -0.138
H -0.589 -3.603 -4.282 0.040 -0.118 0.193
H 0.046 -4.734 -3.060 -0.117 0.367 0.103
H 0.006 -3.950 -0.281 -0.025 0.243 -0.484
H -1.358 -2.796 -0.261 0.148 -0.130 -0.086
H -1.621 -4.093 -2.911 0.311 0.073 -0.108
H 0.257 -2.235 0.193 -0.089 -0.128 -0.344
Cl 0.645 -0.350 -5.308 -0.463 0.032 0.955
C 0.846 -1.476 4.377 0.406 -0.486 0.031
N 0.086 -0.261 4.629 -0.545 0.387 -0.279
C 0.382 0.683 5.600 -0.348 -0.293 -0.302
C -0.527 1.680 5.474 -0.251 -0.036 -0.337
N -1.363 1.332 4.420 0.304 -0.415 0.015
C -0.973 0.145 3.901 0.834 0.658 0.821
S -1.553 -0.607 2.471 -0.913 0.738 -0.361
H 0.170 -2.329 4.246 0.194 0.274 0.156
H 1.461 -1.356 3.476 -0.199 0.064 0.221
H 1.495 -1.642 5.242 -0.200 -0.075 -0.208
H 1.207 0.537 6.281 -0.188 0.093 -0.035
H -0.667 2.586 6.036 0.031 0.001 -0.005
H -2.149 1.859 4.053 0.262 -0.115 0.294
```
Positions in Å, forces in eV/Å.

Values from the calculation:
Charge: +2
Energy above the lowest of the compared OMol25 structures with the same formula, charge and spin (kcal per mole): 27.7
Frontier orbital gap (eV): 4.3749
M (g/mol): 652.70
Maximum force (eV Å⁻¹): 4.66